DFT (ωB97M-V/def2-TZVPD) results for a gas-phase ion, C8H12N (charge +1).

The HOMO-LUMO gap (spin up / spin down) comes out at 8.21 / 8.11 eV. For the maximum force, the calculation gives 4.4 eV/Å. The relative energy (zero: lowest compared OMol25 entry of this formula, charge and spin) is 409.23 kJ/mol. The HOMO energy (spin up / spin down) comes out at -12.322 / -12.186 eV. The calculation puts the LUMO energy (spin up / spin down) at -4.11 / -4.07 eV.

Geometry as ORCA input:
```
! wB97M-V def2-TZVPD RIJCOSX def2/J DEFGRID3
* xyz 1 1
N 0.5424 -0.2314 0.0899
C -2.0188 -0.6983 0.2203
C -0.4741 0.7091 0.1985
C -1.4210 -1.5000 -0.5947
C -0.4297 1.8852 -0.7725
C 0.1225 -1.2735 -0.8139
C 1.4301 -0.5583 1.1934
C -1.4878 0.3951 1.1926
C 1.9197 0.2273 0.0712
H -1.2465 -0.1775 2.0843
H 1.8348 -1.6187 1.0950
H 2.5431 -0.1757 -0.7374
H 1.8026 1.3423 0.0920
H -1.3360 2.4366 -0.6697
H 1.0743 -0.2176 2.1261
H 0.6167 -2.2016 -0.6670
H -2.3849 1.1526 1.3820
H -1.6679 -2.5554 -1.0194
H 0.3010 -1.0694 -1.9435
H 0.4083 2.6244 -0.7227
H -0.1287 1.5048 -1.8048
*
```